The following is a quantum chemistry calculation of a molecular structure, C37H39AsCdO9P2S3, from the Open Molecules 2025 dataset.

The geometry in XYZ format:
```
92
C37H39AsCdO9P2S3 wB97M-V/def2-TZVPD
Cd -0.26592 0.41036 0.95311
S -0.14926 -1.14613 2.94412
P 0.99874 -2.60224 2.04366
C 1.72157 -2.45681 0.56943
P 2.72045 -1.22548 0.14058
S 2.20105 0.74621 0.29573
C 4.34642 -1.34005 1.00806
C 5.33648 -2.20406 0.54088
C 6.48117 -2.44206 1.28779
C 6.64354 -1.83197 2.52548
C 5.65694 -0.98130 3.00431
C 4.52028 -0.73130 2.24763
C 3.24381 -1.44374 -1.60747
C 2.80862 -2.54474 -2.33032
C 3.16216 -2.69729 -3.66566
C 3.96658 -1.75037 -4.28401
C 4.41490 -0.64967 -3.56210
C 4.04995 -0.49663 -2.23300
C -0.06549 -4.10359 2.00950
C -0.97657 -4.37551 3.02455
C -1.76153 -5.51897 2.97929
C -1.64550 -6.40253 1.91370
C -0.73840 -6.13557 0.89681
C 0.04905 -4.99290 0.94807
C 2.21035 -3.08764 3.36158
C 2.19137 -2.59430 4.66171
C 3.17983 -2.95802 5.56950
C 4.19757 -3.81972 5.18760
C 4.22424 -4.31730 3.89042
C 3.23925 -3.95167 2.98693
H 5.20281 -2.69823 -0.41508
H 7.24589 -3.11054 0.90741
H 7.53009 -2.02730 3.11811
H 5.76783 -0.51424 3.97581
H 3.74769 -0.06384 2.61276
H 2.17893 -3.26359 -1.81748
H 2.80464 -3.55416 -4.22534
H 4.23919 -1.86358 -5.32715
H 5.03886 0.09597 -4.04132
H 4.37165 0.37435 -1.67288
H -1.08655 -3.66688 3.83728
H -2.47546 -5.71448 3.77129
H -2.26595 -7.29073 1.87254
H -0.64920 -6.81641 0.05750
H 0.75867 -4.75012 0.16460
H 1.41239 -1.89794 4.94549
H 3.15856 -2.55517 6.57585
H 4.97626 -4.09126 5.89161
H 5.02964 -4.97026 3.57460
H 3.27113 -4.30172 1.96128
C -2.81950 -2.14215 0.32483
O -1.44695 -2.11629 0.00135
C -1.15966 -2.47767 -1.33109
C -1.11042 -1.28450 -2.26663
O 0.01503 -0.50999 -1.90250
C 0.36954 0.49754 -2.82150
C -0.54228 1.71136 -2.81568
O -0.47510 2.45812 -1.62010
C 0.60406 3.35726 -1.53728
H -3.40938 -1.52081 -0.35387
H -2.91700 -1.73630 1.33000
H -3.18838 -3.17841 0.30646
H -1.89246 -3.21094 -1.69715
H -0.16653 -2.93355 -1.30123
H -2.02779 -0.69303 -2.19671
H -0.99118 -1.64538 -3.30251
H 0.38896 0.08142 -3.84307
H 1.38725 0.78398 -2.55042
H -1.58969 1.41872 -2.92453
H -0.27761 2.35148 -3.67314
H 0.55008 3.81925 -0.55113
H 1.56926 2.84824 -1.62440
H 0.52419 4.13247 -2.31393
O -4.66569 1.63858 0.56307
As -3.21704 1.88329 -0.44040
O -3.81041 1.87295 -1.98166
O -2.12782 0.68110 -0.11384
C -2.66578 3.71380 -0.05862
C -3.00077 4.60156 -1.07879
C -2.68218 5.94730 -0.98219
C -2.02203 6.42077 0.14322
C -1.68159 5.54391 1.16023
C -1.99689 4.19293 1.06203
S -1.43481 3.11804 2.38038
O -1.25600 3.98903 3.52431
O -2.44370 2.08793 2.50689
O -0.15514 2.59477 1.85317
H -5.36349 1.60135 -0.10413
H -3.50349 4.20221 -1.95164
H -2.94754 6.62320 -1.78727
H -1.76967 7.47154 0.23030
H -1.17049 5.88313 2.05120
```

Output
Largest force on an atom ... 0.26 eV/Å
HOMO-LUMO gap ... 6.22 eV
E_HOMO ... -1.91 eV
E_LUMO ... 4.3 eV
ΔE to the lowest compared entry with this formula, charge and spin ... 0.3868 eV
Net charge ... -2
E_tot ... -6391.41559 hartree



The following is a quantum chemistry calculation of a single C7H6 molecule in a non-equilibrium geometry, from the Open Molecules 2025 dataset.

The geometry in XYZ format:
```
13
C7H6 wB97M-V/def2-TZVPD
C 0.31606 2.20217 0.09607
C -1.09923 1.97843 0.27514
C 1.17474 1.16520 0.08731
C -1.80085 0.91503 0.38982
C 0.69030 -0.18281 0.07926
C 0.40200 -1.36185 0.01234
C -0.11220 -2.71112 -0.24057
H 0.67559 3.22517 0.24009
H -1.90914 2.67491 0.41070
H 2.31836 1.31142 -0.05495
H -0.71380 -3.28561 0.48599
H -0.54758 -2.55543 -1.17772
H 0.60575 -3.37551 -0.60349
```

Output
Largest force on an atom ... 2.42 eV/Å
HOMO-LUMO gap ... 9.07 eV
E_HOMO ... -8.76 eV
E_LUMO ... 0.3 eV
ΔE to the lowest compared entry with this formula, charge and spin ... 3.8852 eV
E_tot ... -270.09332 hartree



The following is a quantum chemistry calculation of 2 unconnected molecules or ions with the total composition C3H11N2O in a non-equilibrium geometry, from the Open Molecules 2025 dataset.

The geometry in XYZ format:
```
17
C3H11N2O wB97M-V/def2-TZVPD
C -1.41642 -1.02504 0.94433
C -0.36652 -0.50378 0.01984
C 0.76346 -1.14371 -0.30722
N 1.18904 -2.33539 0.19984
N -0.60294 0.84389 -0.49940
H -1.24580 -0.70759 1.98251
H -1.33470 -2.11101 0.96185
H -2.43835 -0.73812 0.70867
H 1.37059 -0.73264 -1.09862
H 0.67304 -2.64405 1.00289
H 1.82526 -2.84715 -0.37677
H -1.61033 0.98488 -0.50618
H -0.30038 1.03912 -1.45651
H -0.13001 1.60147 0.01553
H 1.84416 3.16710 -0.24010
H 0.80711 4.05875 -0.68829
O 0.97280 3.09326 -0.66236
```

Output
Largest force on an atom ... 1.81 eV/Å
HOMO-LUMO gap ... 9.34 eV
E_HOMO ... -12.44 eV
E_LUMO ... -3.1 eV
ΔE to the lowest compared entry with this formula, charge and spin ... 1.3528 eV
Net charge ... +1
E_tot ... -305.40302 hartree



The following is a quantum chemistry calculation of 2 unconnected molecules or ions with the total composition C5H13NO in a non-equilibrium geometry, from the Open Molecules 2025 dataset.

The geometry in XYZ format:
```
20
C5H13NO wB97M-V/def2-TZVPD
C 0.81727 1.91783 -0.23977
N 0.62875 0.47579 -0.09985
C -0.39206 -0.00216 -1.07788
C -1.64895 -0.40398 -0.28974
C -1.09493 -0.73898 1.09536
C 0.12108 0.17431 1.25457
H 1.24573 2.13379 -1.22001
H 1.56926 2.24643 0.47135
H -0.11402 2.48086 -0.13525
H -0.10596 -0.80271 -1.74731
H -0.59063 0.86839 -1.70707
H -2.13538 -1.27183 -0.72554
H -2.35972 0.41650 -0.28737
H -1.80473 -0.62965 1.90654
H -0.72751 -1.76336 1.05510
H -0.16691 1.08232 1.78331
H 0.88333 -0.28947 1.89371
O 1.89587 -2.05583 -1.01409
H 1.84632 -2.64755 -0.26037
H 2.13320 -1.19071 -0.65569
```

Output
Largest force on an atom ... 1.08 eV/Å
HOMO-LUMO gap ... 9.68 eV
E_HOMO ... -8.72 eV
E_LUMO ... 1.0 eV
ΔE to the lowest compared entry with this formula, charge and spin ... 1.0576 eV
E_tot ... -328.27998 hartree



The following is a quantum chemistry calculation of 2 unconnected molecules or ions with the total composition C16H22BrNO7P in a non-equilibrium geometry, from the Open Molecules 2025 dataset.

The geometry in XYZ format:
```
48
C16H22BrNO7P wB97M-V/def2-TZVPD
C 4.33750 4.51316 -0.69823
C 2.88189 4.10246 -0.60338
O 2.68248 2.86571 0.14079
P 1.91160 1.57598 -0.46016
C 0.63595 1.11341 0.65589
C -0.74542 1.36990 0.48211
O -1.68918 0.78281 1.00969
O -0.94862 2.39948 -0.43295
C -1.91755 2.09368 -1.45396
C -1.50162 0.94675 -2.33975
O 1.59803 1.66221 -1.91007
O 3.03931 0.44834 -0.14059
C 2.93572 -0.79520 -0.86974
C 4.05245 -1.75107 -0.50446
H 4.39499 5.42685 -1.28629
H 4.76055 4.72154 0.28444
H 4.94603 3.76574 -1.20694
H 2.29215 4.85905 -0.07402
H 2.46885 3.95685 -1.61299
H 0.89089 0.53626 1.53734
H -2.88378 1.86630 -0.97585
H -2.00203 3.02359 -2.02177
H -2.14445 0.92130 -3.22821
H -0.45098 1.05416 -2.65252
H -1.60984 -0.01872 -1.82467
H 1.96586 -1.26512 -0.63925
H 2.93646 -0.57799 -1.95121
H 3.76502 -2.73640 -0.86680
H 4.98229 -1.44719 -0.99524
H 4.21852 -1.81334 0.57295
Br -6.04531 -1.61665 4.43129
C -4.71952 -1.89295 3.11939
C -5.02446 -1.74924 1.75496
C -4.03806 -1.92149 0.79497
C -2.71180 -2.24369 1.18512
C -1.66814 -2.40683 0.19615
C -0.53704 -3.14172 0.38790
N 0.35689 -3.27947 -0.67070
O 1.41491 -3.95852 -0.59482
O 0.05394 -2.62341 -1.71003
C -2.42243 -2.42412 2.55609
C -3.41331 -2.22719 3.51325
H -6.04309 -1.52265 1.45956
H -4.26894 -1.84185 -0.27533
H -1.87794 -2.04309 -0.81042
H -0.27286 -3.62804 1.32415
H -1.40717 -2.72207 2.84170
H -3.17876 -2.35752 4.56262
```

Output
Largest force on an atom ... 4.18 eV/Å
HOMO-LUMO gap ... 4.86 eV
E_HOMO ... -3.63 eV
E_LUMO ... 1.2 eV
ΔE to the lowest compared entry with this formula, charge and spin ... 0.0000 eV
Net charge ... -1
E_tot ... -4119.70698 hartree



The following is a quantum chemistry calculation of a molecular structure, C3HO2Y in a non-equilibrium geometry, from the Open Molecules 2025 dataset.

The geometry in XYZ format:
```
7
C3HO2Y wB97M-V/def2-TZVPD
C 0.46917 -0.99663 -1.74415
H 0.33660 -1.70938 -2.53963
C 0.52406 -0.26758 -0.78007
O 1.04540 1.29952 0.34893
C 0.37850 0.30063 0.70989
Y -1.90163 0.95661 2.94570
O -0.85210 0.41683 1.05932
```

Output
Largest force on an atom ... 9.75 eV/Å
HOMO-LUMO gap (spin up / spin down) ... 3.60 / 3.61 eV
E_HOMO (spin up / spin down) ... -16.17 / -16.18 eV
E_LUMO (spin up / spin down) ... -12.6 / -12.6 eV
ΔE to the lowest compared entry with this formula, charge and spin ... 5.2427 eV
Net charge ... +2
E_tot ... -302.74181 hartree



Number 2 is which compound?
C7H6